Entry 1:
The molecule C7H10, computed with ωB97M-V/def2-TZVPD.

charge: 0
energy relative to the best compared isomer or geometry (same formula, charge and spin): 2.044 eV
structure (SMILES): C=CC1(C=C)CC1
LUMO: 1.15 eV
orbital gap: 10.6483 eV

Geometry (Å):
C -0.005 -0.012 -0.179
C -2.037 -0.808 1.044
C -0.798 -1.013 0.607
C 0.555 -0.409 -1.515
C 2.086 0.757 0.981
C -0.588 0.568 -1.439
C 0.783 0.868 0.742
H -0.264 -1.921 0.891
H 0.189 1.591 1.303
H -0.376 1.609 -1.669
H -1.574 0.226 -1.744
H -2.546 -1.531 1.674
H 2.700 0.026 0.459
H 0.342 -1.412 -1.877
H -2.576 0.104 0.797
H 1.532 -0.025 -1.797
H 2.579 1.381 1.721

Entry 2:
The molecule C5H9NO, computed with ωB97M-V/def2-TZVPD.

charge: 0
energy relative to the best compared isomer or geometry (same formula, charge and spin): 2.905 eV
structure (SMILES): CC1(C)O[C@]12CN2
LUMO: 0.92 eV
orbital gap: 10.5518 eV

Geometry (Å):
O -1.039 -0.419 1.035
N 1.393 -1.075 1.311
C 0.329 -0.250 0.868
C -0.533 -0.053 -0.279
C -0.864 1.355 -0.724
C -0.717 -1.149 -1.302
C 1.346 0.370 1.704
H -0.379 2.092 -0.077
H -0.100 -0.975 -2.190
H -0.464 -2.123 -0.874
H -1.945 1.521 -0.686
H 2.071 -1.227 0.567
H -0.527 1.521 -1.752
H -1.765 -1.177 -1.621
H 2.054 1.067 1.259
H 1.141 0.523 2.760

Entry 3:
The molecule C4H5NO2, computed with ωB97M-V/def2-TZVPD.

charge: 0
energy relative to the best compared isomer or geometry (same formula, charge and spin): 3.791 eV
LUMO (alpha / beta): -1.52 / -1.52 eV
orbital gap (alpha / beta): 8.1327 / 8.1313 eV

Geometry (Å):
O 1.049 -0.042 1.326
O 0.186 2.748 -0.045
N -0.514 -1.476 0.416
C -0.584 0.540 -0.189
C 0.474 -1.144 1.223
C -0.573 -0.727 -0.867
C 0.445 1.605 -0.336
H 0.294 -0.897 -1.514
H 0.788 -1.964 1.886
H 1.400 1.304 -0.800
H -1.475 0.822 0.364
H -1.500 -1.008 -1.368

Entry 4:
The molecule C11H13NO2S2, computed with ωB97M-V/def2-TZVPD.

charge: 0
structure (SMILES): O=[N+]([O-])CC1(c2ccccc2)SCCCS1
LUMO: 0.21 eV
orbital gap: 9.0135 eV

Geometry (Å):
S -0.948 1.425 -0.514
S 0.082 0.144 1.958
O 2.128 -0.576 -2.355
O 1.675 1.590 -2.426
N 1.792 0.504 -1.834
C -0.174 1.777 2.665
C -0.266 -3.632 -1.623
C 0.249 -2.301 0.333
C -0.987 2.850 0.575
C 0.243 -3.543 -0.318
C -0.831 -2.509 -2.248
C 1.639 0.555 -0.275
C -0.147 -1.172 -0.379
C -0.829 -1.278 -1.586
C -1.301 2.560 2.031
C 0.219 0.253 0.175
H -0.239 -4.588 -2.153
H 2.336 -0.208 0.091
H -0.045 3.402 0.448
H -1.342 -0.410 -2.015
H 1.924 1.572 -0.010
H -0.426 1.552 3.712
H 0.587 -2.219 1.368
H -1.277 -2.573 -3.243
H 0.631 -4.419 0.204
H -1.813 3.418 0.122
H 0.777 2.320 2.629
H -1.425 3.509 2.560
H -2.233 1.996 2.110

Entry 5:
A structure of composition C4H6O, computed with ωB97M-V/def2-TZVPD.

charge: 0
energy relative to the best compared isomer or geometry (same formula, charge and spin): 5.041 eV
LUMO (alpha / beta): 0.13 / 0.22 eV
orbital gap (alpha / beta): 8.4561 / 8.5098 eV

Geometry (Å):
O -1.030 0.092 1.228
C -0.096 1.099 1.420
C -0.291 -0.457 -1.755
C -0.049 -0.684 0.653
C 0.958 0.375 0.898
H -0.416 2.049 1.685
H -0.089 -1.647 0.900
H 1.935 0.512 0.671
H 0.117 -1.424 -2.223
H 0.262 0.442 -1.710
H -1.301 -0.357 -1.768

Entry 6:
A structure of composition C60H49Br5N8O6S4W, computed with ωB97M-V/def2-TZVPD.

charge: +2
energy relative to the best compared isomer or geometry (same formula, charge and spin): 0.000 eV
LUMO: -5.76 eV
orbital gap: 6.0678 eV

Geometry (Å):
W -0.432 -0.052 0.136
Br 3.913 1.658 -1.759
Br -2.632 -1.134 3.435
Br 5.349 3.689 0.484
Br 3.989 3.954 3.495
Br 1.318 2.094 4.225
S -1.036 2.982 1.439
S -0.965 -1.798 -2.765
S -1.307 0.317 -4.517
S -0.695 2.147 -2.407
O -0.692 -1.795 0.989
O 0.468 0.408 1.762
O 1.363 0.479 -0.600
O -3.294 -0.444 -1.102
O -2.270 0.230 0.766
O 4.525 -1.790 -0.277
N -1.857 -0.956 -3.826
N 0.625 -1.838 0.599
N -0.906 1.421 -1.153
N -0.389 1.309 -3.772
N -0.585 -1.135 -1.526
N -3.397 2.592 2.560
N -3.249 4.339 1.041
N 3.239 -1.677 0.173
C -2.121 3.176 -2.667
C -0.353 -0.144 -5.932
C -2.018 -3.191 -2.542
C 1.607 -0.038 -7.279
C 0.674 3.274 -2.486
C -1.995 -3.774 -1.284
C -6.945 4.590 1.349
C 2.872 -3.070 -4.774
C 1.330 3.547 -3.683
C -5.993 6.790 1.275
C 1.059 -0.991 -8.125
C -5.113 1.367 -5.201
C 2.860 -2.041 -3.841
C -2.785 -4.889 -1.055
C -4.725 6.242 1.176
C 0.497 -3.361 -4.535
C 3.256 2.793 2.214
C 2.073 1.175 0.279
C 2.354 4.479 -3.682
C -5.661 -3.482 1.971
C -2.823 -3.671 -3.568
C -3.302 2.754 -2.071
C 0.857 -3.712 2.102
C -4.417 3.572 -2.160
C -5.678 4.031 1.240
C -4.716 -2.843 2.757
C 1.698 -3.731 -5.116
C 1.015 3.912 -1.304
C 0.902 0.394 -6.165
C 2.038 4.849 -1.322
C -3.971 -1.554 0.849
C 3.823 2.695 0.943
C -4.951 2.433 -6.075
C 1.671 -1.667 -3.236
C -4.936 -2.213 0.082
C 2.133 2.023 2.537
C -2.668 3.318 1.704
C -2.565 2.162 -6.020
C -3.681 2.830 -6.485
C -2.751 1.098 -5.146
C -3.580 -5.397 -2.074
C 1.567 1.197 1.588
C -3.141 5.208 -3.393
C 1.383 -2.725 1.116
C -3.866 -1.894 2.208
C 2.797 -2.770 0.658
C -5.768 -3.172 0.625
C -4.006 0.684 -4.723
C -7.107 5.966 1.369
C 2.701 5.135 -2.507
C 0.505 -2.332 -3.604
C -3.146 -0.553 0.094
C -4.336 4.795 -2.815
C -2.020 4.396 -3.325
C -0.917 -1.105 -6.765
C -3.605 -4.788 -3.324
C -0.199 -1.528 -7.867
C 3.226 1.876 -0.016
C 3.601 -4.031 0.748
C -4.563 4.861 1.172
H 3.778 -1.534 -3.574
H 4.437 -3.886 1.435
H 4.040 -4.244 -0.227
H -4.094 -0.145 -4.033
H 0.486 3.682 -0.387
H -0.616 -2.277 -8.527
H 3.012 -4.884 1.073
H -5.820 2.964 -6.441
H -0.422 -3.872 -4.794
H -6.104 1.067 -4.887
H -1.383 -3.344 -0.503
H 1.317 1.116 -5.476
H 3.807 -3.369 -5.231
H -5.013 -1.941 -0.961
H -2.780 -5.361 -0.081
H 1.639 -0.890 -2.479
H -3.325 1.807 -1.547
H 1.641 -4.000 2.800
H -1.082 4.714 -3.762
H -4.633 -3.082 3.808
H -6.321 -4.213 2.420
H 1.043 3.039 -4.591
H -2.593 4.898 0.519
H 2.314 5.355 -0.405
H -4.233 -5.186 -4.109
H -5.206 5.437 -2.867
H -2.848 -3.168 -4.525
H -6.109 7.866 1.287
H 2.884 4.691 -4.602
H -3.074 6.171 -3.882
H -4.283 2.933 2.900
H -5.564 2.956 1.172
H 3.493 5.872 -2.516
H -4.189 -6.273 -1.893
H 1.723 -4.545 -5.829
H -5.348 3.265 -1.702
H -3.565 3.660 -7.169
H 4.741 -0.897 -0.577
H -3.854 6.883 1.113
H 0.501 -4.612 1.594
H -7.808 3.939 1.412
H -8.097 6.397 1.447
H 1.613 -1.319 -8.994
H -2.896 1.937 3.137
H -1.900 -1.506 -6.548
H -6.497 -3.676 0.003
H -1.568 2.456 -6.330
H 2.588 0.371 -7.484
H 0.022 -3.278 2.647

Entry 7:
A structure of composition C42H55GeN3O7PRuS4Si3, computed with ωB97M-V/def2-TZVPD.

charge: +1
energy relative to the best compared isomer or geometry (same formula, charge and spin): 3.296 eV
LUMO (alpha / beta): -4.33 / -4.33 eV
orbital gap (alpha / beta): 3.8595 / 3.8586 eV

Geometry (Å):
Ru 0.533 -0.113 0.539
Ge -0.190 -1.187 -1.676
S -2.592 0.894 0.002
S 2.814 3.387 -1.407
S -1.478 1.032 -3.360
S 4.560 -2.171 1.430
P 0.706 1.205 2.521
Si 2.288 -1.789 -2.964
Si -1.837 -3.834 0.850
Si -1.749 -1.938 -3.570
O -3.521 0.806 1.082
O -1.225 1.131 0.401
O 0.174 2.859 -1.215
O -0.498 0.562 -2.201
O -1.373 -2.222 0.647
O -2.675 -0.486 -0.807
O -0.709 1.961 -4.178
N 1.680 1.303 -0.439
N -0.682 -1.371 1.579
N 2.410 -0.978 0.648
C -0.005 4.056 -1.953
C -3.726 -3.753 0.627
C 1.401 2.428 -1.020
C -1.363 -1.240 2.713
C 4.635 0.323 2.645
C -3.575 -1.313 -3.584
C 2.842 -2.124 1.112
C 3.040 1.145 -0.196
C -4.073 4.064 -2.856
C 3.398 -0.051 0.456
C -1.445 -0.258 6.265
C -0.447 0.717 6.357
C -0.084 2.849 2.459
C 3.203 0.357 3.028
C 4.509 2.799 2.755
C -1.963 -3.809 -3.978
C -1.924 4.303 3.006
C 3.895 -2.287 -2.035
C -4.520 3.994 -1.540
C -1.282 -4.562 2.524
C -1.298 3.074 3.105
C 4.662 -0.367 1.187
C 0.466 3.871 1.687
C -0.154 5.104 1.607
C 2.461 1.506 2.924
C 2.020 -3.336 1.313
C -3.116 3.169 -3.300
C 1.675 -3.395 -3.811
C -1.732 -0.856 5.068
C -1.014 -0.542 3.884
C 5.249 1.672 2.595
C -3.108 2.085 -1.179
C 3.111 2.752 2.878
C -0.025 0.474 3.989
C -0.873 -1.240 -5.141
C -1.008 -4.688 -0.642
C 0.228 1.089 5.213
C 3.806 2.188 -0.665
C -1.353 5.325 2.266
C 2.737 -0.397 -4.199
C -2.605 2.179 -2.467
C -4.035 3.006 -0.705
H 1.962 -3.603 2.369
H -4.365 2.896 0.314
H -0.501 -5.306 2.396
H 2.704 -0.591 3.203
H 1.021 -3.158 0.928
H -0.158 -0.466 -4.886
H 2.475 -4.177 0.790
H -1.052 4.325 -1.835
H 4.998 3.762 2.765
H -4.483 4.800 -3.530
H -3.998 -3.334 -0.338
H -2.280 -1.817 2.770
H -2.119 -5.056 3.008
H -0.351 -2.008 -5.702
H 2.551 3.667 2.984
H -2.856 4.471 3.524
H -1.063 -4.397 -3.857
H 2.169 -0.493 -5.118
H 0.948 -3.187 -4.586
H -1.995 -0.535 7.149
H 0.631 4.861 -1.570
H 5.587 -0.105 0.674
H -1.828 6.293 2.211
H -5.255 4.695 -1.183
H 6.314 1.718 2.427
H -3.900 -1.087 -4.596
H -4.159 -4.744 0.691
H -4.252 -2.076 -3.207
H 3.741 -3.116 -1.353
H -2.262 -3.892 -5.016
H 4.332 -1.466 -1.478
H -2.748 -4.272 -3.394
H 4.863 2.334 -0.594
H 1.215 -4.071 -3.099
H -0.912 -3.804 3.208
H -3.723 -0.422 -2.986
H -1.750 2.296 3.702
H 4.636 -2.608 -2.761
H 2.508 -3.913 -4.274
H 2.540 0.592 -3.797
H -2.519 -1.594 5.018
H 1.398 3.702 1.170
H 0.959 1.885 5.250
H -4.199 -3.143 1.391
H -1.525 -4.410 -1.553
H 5.224 -0.345 3.282
H -1.583 -0.793 -5.829
H -2.518 -1.249 -0.200
H 0.201 3.878 -3.012
H -2.732 3.219 -4.306
H -0.226 1.185 7.301
H 3.791 -0.450 -4.458
H -1.043 -5.768 -0.565
H 0.030 -4.390 -0.761
H 0.310 5.901 1.045

Entry 8:
A cluster of 8 separate species, C4H25N3O8 in total, computed with ωB97M-V/def2-TZVPD.

charge: 0
energy relative to the best compared isomer or geometry (same formula, charge and spin): 0.681 eV
structure (SMILES): C[C@H](NCN)C(N)=O.O.O.O.O.O.O.O
LUMO: 0.39 eV
orbital gap: 10.1953 eV

Geometry (Å):
O 2.401 2.572 0.344
O 2.548 -2.451 -0.109
O 0.257 3.976 1.101
O -1.201 1.710 0.900
O -1.619 3.715 -0.866
O -1.236 -2.193 1.976
O 2.875 -0.263 1.443
O 0.215 -3.670 0.270
N -1.496 -0.684 -0.542
N 0.356 0.575 2.034
N -2.704 -2.453 -1.639
C 0.421 0.752 -1.449
C -1.584 -1.514 -1.775
C -0.332 0.821 0.895
C -0.157 -0.096 -0.299
H -0.202 -3.275 1.047
H -2.626 -3.040 -0.755
H 0.533 -0.992 -0.016
H 1.628 3.052 0.564
H -1.715 -0.955 -2.707
H 1.335 1.209 -1.150
H -1.613 -1.794 1.207
H 3.025 0.569 0.898
H -3.614 -2.007 -1.669
H -0.647 -2.055 -1.843
H -0.355 3.235 1.268
H 0.273 1.235 2.865
H -1.949 3.495 -1.700
H 0.665 0.106 -2.314
H -0.173 4.430 0.353
H 3.188 3.185 0.411
H 2.931 -2.738 -0.964
H -0.456 -3.585 -0.383
H -0.713 -1.445 2.373
H 1.689 -2.921 0.082
H -2.197 0.036 -0.516
H 2.879 -1.036 0.798
H -1.606 2.914 -0.346
H 1.269 0.073 2.003
H -0.292 1.506 -1.789

Entry 9:
A structure of composition C20H28InNO3, computed with ωB97M-V/def2-TZVPD.

charge: 0
LUMO: -0.29 eV
orbital gap: 5.4461 eV

Geometry (Å):
In -0.479 0.426 2.276
O -2.207 1.108 0.431
O 3.655 -2.129 -0.836
O -5.465 2.715 2.973
N 2.164 -0.589 0.274
C -1.167 -2.295 0.371
C 2.891 -1.411 -0.283
C -1.212 -1.487 -1.786
C -1.967 -1.612 -0.592
C 0.549 2.371 0.150
C -3.253 1.519 -1.704
C -7.668 3.783 3.121
C 1.508 1.050 -1.461
C -2.771 3.425 -0.130
C -5.904 2.581 4.333
C -7.367 3.069 4.449
C -3.144 1.960 -0.268
C 0.058 -2.065 -1.568
C -6.520 3.355 2.194
C 0.094 -2.569 -0.239
C -4.292 1.552 0.654
C 2.334 0.886 -0.219
C 0.450 1.876 -1.211
C -3.254 0.745 1.408
C 1.666 1.831 0.745
H -8.628 3.488 2.700
H 3.421 1.070 -0.335
H -3.001 -1.312 -0.448
H -3.426 -0.336 1.451
H -6.078 4.214 1.654
H -1.833 3.637 -0.655
H -0.133 3.100 0.592
H 0.854 -2.131 -2.305
H -7.500 3.736 5.299
H -7.655 4.869 3.231
H -3.072 1.167 2.413
H -3.565 4.045 -0.577
H -6.901 2.642 1.434
H -2.257 1.461 -2.159
H -4.656 2.378 1.262
H -5.247 3.190 4.976
H -1.576 -1.050 -2.712
H -5.815 1.523 4.627
H 1.721 0.511 -2.383
H 2.115 2.070 1.710
H -5.093 0.954 0.204
H -3.713 0.527 -1.761
H -3.857 2.245 -2.267
H -8.032 2.211 4.571
H -1.479 -2.574 1.379
H -2.654 3.697 0.926
H 0.906 -3.121 0.233
H -0.332 2.177 -1.908

Entry 10:
The ion C5H9N4O with charge +1, computed with ωB97M-V/def2-TZVPD.

charge: +1
energy relative to the best compared isomer or geometry (same formula, charge and spin): 1.900 eV
structure (SMILES): O=C1CN2CCNC2=[NH+]N1
LUMO: -3.06 eV
orbital gap: 10.1873 eV

Geometry (Å):
O 3.490 -0.722 0.335
N 2.128 1.021 0.063
N -0.052 -0.529 0.078
N 0.913 1.591 -0.299
N -1.509 1.159 0.182
C -0.216 0.777 0.080
C -1.369 -1.135 0.258
C 2.397 -0.331 0.087
C 1.180 -1.269 -0.309
C -2.428 0.030 0.071
H -3.149 0.156 0.844
H -2.802 0.052 -0.920
H 1.216 -1.265 -1.397
H 3.007 1.582 0.065
H 0.994 -2.247 0.010
H -1.424 -1.948 -0.437
H 0.955 2.575 -0.360
H -1.356 -1.603 1.233
H -1.976 2.106 0.419

Entry 11:
A cluster of 5 separate species, C3H16NO4 in total, computed with ωB97M-V/def2-TZVPD.

charge: +1
energy relative to the best compared isomer or geometry (same formula, charge and spin): 1.898 eV
LUMO: -4.52 eV
orbital gap: 8.7071 eV

Geometry (Å):
O 2.852 2.045 -2.044
O 0.330 -1.115 -0.939
O 0.745 5.017 -4.585
O -1.746 -0.153 -2.353
N 0.042 -0.778 2.273
C -0.076 -1.922 3.247
C -0.971 -2.998 2.700
C -0.568 0.317 2.464
H 1.473 5.411 -5.058
H 0.427 -1.988 -1.343
H 3.128 2.807 -1.525
H -1.517 -2.776 1.820
H 3.559 1.963 -2.694
H -1.237 0.296 3.341
H 0.441 -1.016 1.351
H -0.648 1.145 1.747
H -0.475 -0.861 -1.446
H 0.896 -2.324 3.561
H -0.423 -1.368 4.143
H -0.433 -3.883 2.306
H -0.138 5.368 -4.714
H -1.542 0.689 -2.785
H -1.623 -3.456 3.444
H -2.497 -0.421 -2.912

| no. | strongest force on any atom (eV Å⁻¹) |
| --- | --- |
| 1 | 0.21 |
| 2 | 0.32 |
| 3 | 0.48 |
| 4 | 2.58 |
| 5 | 5.36 |
| 6 | 2.24 |
| 7 | 3.69 |
| 8 | 3.81 |
| 9 | 2.29 |
| 10 | 4.09 |
| 11 | 2.23 |